# 1
The following is a DFT calculation (wB97M-V/def2-TZVPD) of 2 unconnected molecules or ions with the total composition C6H14N2O2 in a non-equilibrium geometry.

For the HOMO energy, the calculation gives -8.97 eV. Its SMILES is CNC(C)=O.CNC(C)=O. The energy relative to the best compared isomer or geometry (same formula, charge and spin) comes out at 0.5409 eV.

XYZ file:
```
24
Properties=species:S:1:pos:R:3:forces:R:3
C 3.01836 -0.96176 -1.03289 0.883 0.283 -1.238
N 2.37645 0.02757 -1.88644 0.095 0.107 0.587
C 1.18651 0.55933 -1.50369 -0.064 -0.112 -0.391
C 0.62923 1.66519 -2.35362 -0.493 -0.183 0.167
O 0.52598 0.05930 -0.60825 0.079 0.061 0.406
H 3.58652 -1.65420 -1.65542 0.075 0.085 -0.004
H 3.69442 -0.51223 -0.30870 -0.101 0.047 0.164
H 2.25391 -1.51635 -0.57407 -0.868 -0.624 0.879
H 2.93706 0.48191 -2.58187 -0.071 0.203 -0.073
H 1.33085 2.03502 -3.08560 0.007 0.151 -0.283
H -0.24935 1.21243 -2.80177 0.020 -0.114 -0.631
H 0.16727 2.47378 -1.79157 0.510 0.066 0.394
C -1.32642 1.35409 2.41687 -0.400 -0.080 0.540
N -1.50880 0.26020 1.48804 0.261 -0.068 0.394
C -2.15743 -0.87664 1.87647 0.276 0.192 -0.176
C -2.21592 -1.96029 0.82690 -0.594 0.153 -0.223
O -2.70838 -1.00483 2.95446 -0.100 0.008 0.014
H -0.28442 1.43636 2.72238 0.082 0.393 -0.256
H -1.77043 2.26844 2.03569 0.503 0.329 -0.358
H -1.88420 1.19758 3.33364 -0.114 -0.543 0.077
H -0.76831 0.16811 0.79903 -0.442 -0.048 -0.235
H -1.64100 -2.82634 1.11418 0.207 -0.240 0.200
H -3.26715 -2.24804 0.78719 0.051 -0.195 -0.035
H -1.92478 -1.63861 -0.17093 0.196 0.128 0.080
```
Forces are in eV/Å.

Here are the natural (NBO) charges for atoms 1 to 6, given in e: number 1, C, carries -0.417; number 2, N, carries -0.602; number 3, C, carries 0.689; number 4, C, carries -0.710; number 5, O, carries -0.674; number 6, H, carries 0.200



# 2
The following is a DFT calculation (wB97M-V/def2-TZVPD) of 2 unconnected molecules or ions with the total composition C6H14N2O2 in a non-equilibrium geometry.

For the HOMO energy, the calculation gives -9.74 eV. Its SMILES is CNC(C)=O.CNC(C)=O. The energy relative to the best compared isomer or geometry (same formula, charge and spin) comes out at 0.7990 eV.

XYZ file:
```
24
Properties=species:S:1:pos:R:3:forces:R:3
C -2.67248 0.00233 1.01317 -0.309 -0.385 1.031
N -1.42948 -0.58920 1.47953 0.078 0.449 -0.066
C -1.19476 -1.92961 1.41438 0.219 0.083 0.273
C 0.06072 -2.41032 2.12420 -0.087 0.452 -0.277
O -1.99082 -2.68991 0.90590 -0.108 -0.121 -0.157
H -3.52097 -0.54673 1.43640 0.195 -0.452 -0.523
H -2.81647 0.95324 1.52914 0.436 0.365 -0.683
H -2.71180 0.01418 -0.07125 -0.299 0.351 -0.032
H -0.71320 0.04471 1.79639 -0.028 -0.291 0.156
H 0.95889 -2.38737 1.51583 -0.016 0.076 -0.465
H 0.27091 -1.75068 2.96711 -0.079 -0.399 0.274
H -0.11805 -3.44630 2.37459 0.048 -0.084 0.442
C 0.50335 0.51499 -2.82657 0.107 -0.351 0.257
N 0.93355 0.77976 -1.46399 -0.584 -0.719 -0.119
C 1.73895 1.81188 -1.12237 -0.425 0.332 -0.097
C 2.04493 1.94957 0.34188 0.655 0.809 0.185
O 2.16659 2.59912 -1.94567 0.243 -0.119 -0.082
H -0.41314 1.03673 -3.07420 -0.087 0.346 -0.159
H 1.29579 0.76480 -3.51480 0.102 0.256 -0.178
H 0.29864 -0.55015 -2.92370 0.044 -0.058 0.036
H 0.43163 0.24324 -0.77019 0.409 0.264 0.189
H 2.23359 2.99805 0.55217 -0.337 0.285 -0.155
H 1.26492 1.61988 1.01508 -0.038 -0.429 0.092
H 3.02501 1.53519 0.56743 -0.140 -0.661 0.058
```
Forces are in eV/Å.

Here are the natural (NBO) charges for atoms 1 to 6, given in e: number 1, C, carries -0.422; number 2, N, carries -0.632; number 3, C, carries 0.670; number 4, C, carries -0.713; number 5, O, carries -0.615; number 6, H, carries 0.219



# 3
The following is a DFT calculation (wB97M-V/def2-TZVPD) of 2 unconnected molecules or ions with the total composition C6H14N2O2 in a non-equilibrium geometry.

For the HOMO energy, the calculation gives -8.27 eV. Its SMILES is C=CC(O)(O)[C@@H](C)N.C=N. The energy relative to the best compared isomer or geometry (same formula, charge and spin) comes out at 3.9210 eV.

XYZ file:
```
24
Properties=species:S:1:pos:R:3:forces:R:3
C 2.03843 -0.62238 -0.16508 -0.547 0.787 0.446
C 1.21378 0.14286 0.56954 -1.133 1.205 -3.528
C -0.36858 0.27144 0.21237 2.272 -0.448 1.449
O -0.99001 0.79837 1.35385 -0.123 0.205 0.160
O -0.89432 -0.96555 -0.11341 -0.152 -1.053 -0.032
C -0.57863 1.24231 -0.97722 0.170 -0.334 -0.063
C -0.15774 0.63111 -2.30961 -0.034 0.251 0.011
N -1.98747 1.64272 -0.93545 -0.068 -0.095 0.124
H 1.72689 -1.57531 -0.56126 -0.206 0.000 -0.419
H 3.05667 -0.31952 -0.33475 0.389 -0.240 0.391
H 1.55162 1.08726 0.97322 0.271 -0.007 0.231
H -1.76487 1.29600 1.03591 0.084 -0.022 -0.028
H -0.55570 -1.63130 0.52864 -0.397 0.743 -0.564
H 0.02061 2.13537 -0.77068 -0.049 -0.105 0.040
H 0.90920 0.42305 -2.32540 0.000 -0.183 0.033
H -0.35634 1.33293 -3.11938 -0.078 0.101 -0.014
H -0.72425 -0.27920 -2.50297 0.099 -0.055 0.022
H -2.56743 0.84917 -1.19040 -0.028 0.084 -0.121
H -2.16673 2.39496 -1.58746 -0.040 -0.040 0.015
C 0.53575 -2.17858 2.35746 0.270 1.334 0.751
N 0.98855 -0.98017 2.41948 -0.103 -1.665 1.528
H -0.49854 -2.45421 2.57085 -0.081 -0.028 -0.032
H 1.24743 -2.96895 2.15630 0.012 -0.220 -0.287
H 0.32167 -0.27238 2.71544 -0.528 -0.218 -0.112
```
Forces are in eV/Å.

Here are the natural (NBO) charges for atoms 1 to 6, given in e: number 1, C, carries -0.428; number 2, C, carries -0.171; number 3, C, carries 0.488; number 4, O, carries -0.764; number 5, O, carries -0.739; number 6, C, carries -0.081



> Number 2 is which compound?

C6H14N2O2



> Which value of HOMO energy does entry 1 give?

-8.97 eV